No. 1
{
  "formula": "C17H44BrINO12",
  "method": "the ωB97M-V functional and the def2-TZVPD basis",
  "elements": ["C", "C", "C", "Br", "N", "O", "C", "I", "C", "C", "C", "O", "C", "C", "O", "C", "O", "O", "H", "H", "H", "H", "H", "H", "H", "H", "H", "H", "H", "H", "H", "H", "H", "H", "C", "O", "H", "H", "H", "H", "C", "O", "H", "H", "H", "H", "C", "O", "H", "H", "H", "H", "C", "O", "H", "H", "H", "H", "C", "O", "H", "H", "H", "H", "C", "O", "H", "H", "H", "H", "C", "O", "H", "H", "H", "H"],
  "xyz": [[1.434, 1.334, -6.550], [1.731, 1.644, -5.000], [0.814, 0.826, -3.956], [-1.013, 0.442, -4.747], [0.590, 1.719, -2.755], [-0.742, 2.026, -2.696], [1.120, 1.157, -1.485], [3.315, 0.985, -1.780], [0.938, 2.248, -0.321], [0.985, 1.666, 1.170], [2.495, 1.390, 1.708], [2.502, 1.434, 3.189], [3.496, 0.469, 3.579], [5.045, 0.899, 3.516], [3.139, -0.676, 3.941], [0.603, -0.311, -1.102], [-0.552, -0.786, -1.355], [1.539, -1.141, -0.472], [1.041, 0.286, -6.761], [2.449, 1.434, -7.101], [0.777, 2.178, -6.949], [2.823, 1.346, -4.803], [1.648, 2.765, -4.755], [1.335, -0.165, -3.747], [-1.195, 1.600, -1.931], [1.816, 2.996, -0.407], [-0.012, 2.883, -0.403], [0.593, 2.511, 1.855], [0.287, 0.777, 1.362], [2.925, 0.410, 1.302], [3.137, 2.261, 1.335], [5.651, 0.182, 4.163], [5.331, 0.855, 2.399], [5.212, 1.965, 3.909], [-3.489, -2.624, -4.615], [-3.867, -1.507, -5.409], [-3.312, -3.477, -5.270], [-2.572, -2.392, -4.068], [-4.291, -2.866, -3.913], [-4.017, -0.767, -4.806], [-2.682, 3.576, 1.775], [-1.518, 2.872, 2.181], [-2.461, 4.118, 0.854], [-3.495, 2.870, 1.592], [-2.973, 4.288, 2.552], [-1.739, 2.402, 2.996], [4.099, 0.237, 7.448], [4.688, -0.700, 6.561], [4.597, 0.166, 8.416], [4.223, 1.248, 7.051], [3.037, 0.011, 7.570], [4.229, -0.616, 5.711], [-3.088, -1.907, 1.538], [-2.253, -0.783, 1.327], [-4.065, -1.560, 1.878], [-3.205, -2.460, 0.602], [-2.647, -2.554, 2.302], [-1.393, -1.117, 1.026], [5.061, -3.753, 4.579], [5.798, -2.629, 5.033], [5.244, -3.887, 3.513], [5.385, -4.648, 5.117], [3.994, -3.584, 4.744], [5.619, -2.531, 5.977], [-6.055, -0.275, 3.908], [-5.217, 0.850, 3.694], [-7.032, 0.072, 4.248], [-6.174, -0.827, 2.972], [-5.615, -0.921, 4.671], [-4.361, 0.516, 3.394], [-5.067, -2.661, -8.829], [-4.359, -1.516, -8.388], [-4.873, -2.808, -9.892], [-4.727, -3.541, -8.276], [-6.140, -2.515, -8.674], [-4.548, -1.410, -7.444]],
  "total_energy_ev": -122540.082,
  "total_charge": -1,
  "orbital_gap_ev": 7.3,
  "lumo_energy_ev": 2.38
}

***

No. 2
{
  "formula": "C5H15N2",
  "method": "the ωB97M-V functional and the def2-TZVPD basis",
  "elements": ["C", "C", "C", "N", "H", "H", "H", "H", "H", "H", "H", "H", "C", "C", "N", "H", "H", "H", "H", "H", "H", "H"],
  "xyz": [[0.850, -2.567, -2.171], [0.301, -1.310, -1.570], [-0.874, -1.281, -0.953], [-1.469, -0.039, -0.488], [0.161, -3.397, -2.032], [1.011, -2.441, -3.241], [1.803, -2.807, -1.695], [0.927, -0.422, -1.580], [-1.420, -2.198, -0.785], [-1.022, 0.260, 0.723], [-1.209, 0.724, -1.102], [-2.480, -0.115, -0.454], [0.991, 2.074, 0.675], [0.130, 1.817, 1.923], [-0.559, 0.492, 1.904], [0.398, 2.435, -0.161], [1.711, 2.829, 0.990], [1.608, 1.215, 0.403], [0.811, 1.835, 2.774], [-0.563, 2.642, 2.065], [0.159, -0.185, 2.141], [-1.265, 0.439, 2.634]],
  "total_energy_ev": -8401.862,
  "de_lowest_kcal_mol": 18.8,
  "total_charge": 1,
  "orbital_gap_ev": 10.3,
  "lumo_energy_ev": -2.86
}

***

No. 3
{
  "formula": "C5H7NO",
  "method": "the ωB97M-V functional and the def2-TZVPD basis",
  "elements": ["N", "C", "O", "C", "C", "C", "C", "H", "H", "H", "H", "H", "H", "H"],
  "xyz": [[-2.238, 0.464, -0.868], [-1.290, -0.367, -0.254], [-1.082, -0.027, 1.063], [0.019, 0.723, 0.559], [1.364, 0.202, 1.000], [1.250, -0.853, -0.125], [0.022, -0.195, -0.811], [-3.075, 0.503, -0.290], [-1.754, 1.379, -0.666], [1.472, -0.137, 2.036], [2.103, 0.972, 0.741], [1.003, -1.852, 0.245], [2.130, -0.915, -0.772], [0.075, 0.101, -1.858]],
  "total_energy_ev": -8830.835,
  "smiles": "N[C@]12O[C@@]13CC[C@@H]23",
  "de_lowest_kcal_mol": 123.8,
  "orbital_gap_ev": [8.2, 8.2],
  "lumo_energy_ev": [0.15, 0.15]
}